<w>
Below is an isolated molecule of C5H10N2, with properties calculated with the ωB97M-V functional and the def2-TZVPD basis.

Computed properties:
- HOMO level: -8.5 eV
- Kohn-Sham gap: 9.58 eV
- M: 98.149 Da
- Spin multiplicity: 1

Last column: Mulliken charge in e.
Element x y z (Å)
C (-1.54653, 1.62363, -1.70859)  -0.6717
C (-1.16067, 0.13762, 0.15505)  -0.0016
C (0.92204, 0.48857, 1.50517)  -0.3958
C (0.79229, -1.04266, 1.38363)  -0.1265
C (1.40256, -1.64938, 0.02724)  -0.9980
H (-2.08260, 2.74026, -1.96517)  0.2085
H (-0.76451, 1.49088, -2.47933)  0.2537
H (-2.31929, 0.87517, -2.13246)  0.2300
H (-1.99610, -0.59000, -0.22596)  0.2947
H (0.99625, 0.98261, 2.45147)  0.2698
H (1.56399, 0.95596, 0.65853)  0.1861
H (0.79784, -1.76906, 2.15997)  0.3839
H (1.00589, -2.79838, 0.02207)  0.2546
H (1.21405, -1.02352, -0.89503)  0.3157
H (2.49709, -1.62430, 0.29150)  0.2933
N (-1.00573, 1.27470, -0.47833)  -0.3306
N (-0.31658, -0.07210, 1.23022)  -0.1660



<x>
Below is a structure of composition C5H10N2, with properties calculated with the ωB97M-V functional and the def2-TZVPD basis.

Computed properties:
- HOMO level: -8.9 eV
- Kohn-Sham gap: 10.02 eV
- M: 98.149 Da
- Spin multiplicity: 1

Last column: Mulliken charge in e.
Element x y z (Å)
C (1.35312, 0.60011, 1.20255)  -0.3930
C (0.32303, -0.54376, 1.45068)  -0.8877
C (-0.07502, -0.65976, 0.08239)  -0.0169
C (-1.09075, -0.08927, -1.55529)  -0.6621
C (-0.29326, 0.69157, -0.39158)  0.0974
H (1.25252, 1.33919, 1.96050)  0.3115
H (2.48771, 0.34300, 1.23496)  0.2862
H (0.61235, -1.35200, 2.08968)  0.3238
H (-0.49916, -0.02930, 1.82534)  0.3661
H (0.79706, -0.87363, -0.50353)  0.3011
H (-2.26956, -1.29679, -0.32493)  0.2798
H (-2.08927, 0.43622, -1.70074)  0.3029
H (-0.61026, -0.42611, -2.48923)  0.2777
H (-1.18511, 1.37271, -0.03131)  0.1862
H (0.93702, 2.07049, -0.26982)  0.3116
N (-1.28535, -1.32612, -0.70134)  -0.5564
N (1.18020, 1.10082, -0.23057)  -0.5283



Here is how they stack up, most stable first: <w>, <x>.